C3H7NO4 | ωB97M-V/def2-TZVPD

Positions of all 15 atoms, in Å:
C (0.267, -0.140, -1.264)
C (1.601, 0.635, 0.719)
C (0.322, -0.145, 0.278)
N (-2.667, 0.121, -0.061)
O (-3.240, 1.117, 0.023)
O (-2.736, -0.973, -0.418)
O (0.462, -1.500, 0.664)
O (-0.710, 0.463, 0.868)
H (1.236, -0.416, -1.665)
H (-0.012, 0.850, -1.614)
H (-0.462, -0.873, -1.595)
H (2.469, 0.096, 0.350)
H (1.633, 0.689, 1.804)
H (1.576, 1.641, 0.309)
H (0.259, -1.567, 1.602)

ΔE to the lowest compared entry with this formula, charge and spin = 158.1 kcal per mole
E = -12899.1308 eV

Atomic partial charges in e from the Löwdin method, atoms 1 to 4: atom 1 (C): -0.01, atom 2 (C): 0.01, atom 3 (C): -0.76, atom 4 (N): -0.25

C12H11ClO2 | ωB97M-V/def2-TZVPD

Positions of all 26 atoms, in Å:
C (-0.420, -1.906, 2.511)
C (-0.047, -1.421, 1.483)
C (0.353, -1.120, 0.177)
Cl (0.405, -2.717, -0.632)
C (-1.020, -0.330, -0.720)
O (-0.769, 0.292, -1.717)
O (-2.131, -0.808, -0.185)
C (-3.505, -0.551, -0.550)
C (-3.760, 0.908, -0.309)
C (1.540, -0.278, 0.014)
C (1.959, 0.471, 1.167)
C (2.997, 1.329, 0.989)
C (3.691, 1.319, -0.252)
C (3.282, 0.593, -1.305)
C (2.087, -0.121, -1.236)
H (-0.622, -2.376, 3.408)
H (-3.677, -0.804, -1.658)
H (-4.213, -1.055, 0.089)
H (-3.472, 1.282, 0.722)
H (-3.092, 1.583, -0.826)
H (-4.639, 1.354, -0.643)
H (1.586, 0.406, 2.083)
H (3.258, 1.952, 1.924)
H (4.556, 1.945, -0.420)
H (3.975, 0.741, -2.086)
H (1.675, -0.687, -2.029)

ΔE to the lowest compared entry with this formula, charge and spin = 35.5 kcal per mole
E = -29235.8060 eV
SMILES = C#C[C@@](Cl)(C(=O)OCC)c1ccccc1

Atomic partial charges in e from the Löwdin method, atoms 1 to 4: atom 1 (C): 0.17, atom 2 (C): -0.21, atom 3 (C): -0.64, atom 4 (Cl): 0.74

C15H19F18N4O13S6Y | ωB97M-V/def2-TZVPD

Positions of all 76 atoms, in Å:
Y (-0.944, -0.909, 0.804)
C (-2.985, -5.358, -2.877)
F (-2.171, -4.873, -3.765)
F (-3.871, -5.996, -3.569)
F (-2.427, -6.157, -1.976)
S (-3.866, -3.881, -1.986)
O (-3.247, -2.676, -2.560)
O (-5.291, -4.051, -2.128)
N (-3.138, -3.834, -0.295)
S (-3.876, -5.050, 0.391)
O (-4.734, -5.953, -0.399)
O (-2.983, -5.728, 1.330)
C (-5.288, -4.265, 1.465)
F (-6.448, -4.040, 0.691)
F (-5.709, -5.017, 2.447)
F (-4.834, -3.165, 2.129)
C (2.691, -1.547, 5.194)
F (3.403, -0.799, 4.382)
F (3.272, -2.156, 6.174)
F (1.706, -0.854, 5.785)
S (1.739, -2.849, 3.935)
O (2.071, -4.234, 4.336)
O (0.288, -2.424, 3.872)
N (2.181, -2.309, 2.280)
S (3.630, -2.923, 2.098)
O (4.463, -2.178, 1.169)
O (4.352, -3.313, 3.312)
C (3.170, -4.557, 1.112)
F (2.708, -5.481, 1.941)
F (2.216, -4.288, 0.227)
F (4.198, -5.012, 0.478)
C (-4.566, 3.285, -0.065)
F (-5.698, 3.990, -0.359)
F (-4.253, 2.664, -1.168)
F (-3.619, 4.196, 0.148)
S (-4.821, 2.009, 1.405)
O (-6.034, 2.404, 2.186)
O (-5.015, 0.705, 0.721)
N (-3.306, 1.791, 2.127)
S (-3.442, 2.892, 3.265)
O (-2.132, 3.195, 3.663)
O (-4.123, 4.123, 3.056)
C (-4.202, 1.885, 4.803)
F (-3.952, 2.620, 5.953)
F (-5.492, 1.637, 4.563)
F (-3.549, 0.722, 4.896)
C (1.349, 2.554, -4.168)
C (2.386, 1.858, -3.199)
C (3.844, 1.997, -3.712)
C (4.612, 3.178, -3.229)
C (4.441, 3.201, -1.709)
C (2.922, 3.118, -1.145)
N (2.199, 2.034, -1.762)
O (0.860, 2.086, -1.523)
C (2.995, 2.822, 0.377)
C (2.248, 4.436, -1.367)
C (2.053, 0.395, -3.481)
H (1.208, 3.620, -3.987)
H (0.391, 2.034, -4.182)
H (1.921, 2.630, -5.092)
H (4.409, 1.149, -3.327)
H (4.061, 1.811, -4.764)
H (4.300, 4.110, -3.703)
H (5.689, 3.147, -3.393)
H (4.918, 4.150, -1.465)
H (5.065, 2.435, -1.249)
H (3.670, 1.970, 0.466)
H (3.494, 3.595, 0.961)
H (2.140, 2.363, 0.874)
H (1.217, 4.593, -1.051)
H (2.932, 5.257, -1.153)
H (2.103, 4.774, -2.393)
H (2.109, 0.039, -4.509)
H (1.104, -0.032, -3.155)
H (2.730, -0.319, -3.010)
H (0.560, 2.756, -2.141)

ΔE to the lowest compared entry with this formula, charge and spin = 352.0 kcal per mole
E = -163389.7084 eV

Atomic partial charges in e from the Löwdin method, atoms 1 to 4: atom 1 (Y): 2.27, atom 2 (C): -0.71, atom 3 (F): 0.18, atom 4 (F): 0.19

C5H6OS | ωB97M-V/def2-TZVPD

Positions of all 13 atoms, in Å:
C (-1.041, -1.696, -0.384)
C (-0.611, 0.938, -0.238)
C (0.162, -1.233, -0.093)
C (-0.758, 2.334, -0.198)
C (1.345, -1.985, 0.353)
O (0.417, 0.244, 0.000)
S (-1.925, -0.133, -0.575)
H (-1.377, 2.499, 0.728)
H (-1.373, 2.737, -0.943)
H (0.277, 2.846, -0.182)
H (1.383, -2.256, 1.473)
H (2.228, -1.307, 0.149)
H (1.274, -2.987, -0.089)

ΔE to the lowest compared entry with this formula, charge and spin = 69.4 kcal per mole
E = -18161.6268 eV

Atomic partial charges in e from the Löwdin method, atoms 1 to 4: atom 1 (C): -0.29, atom 2 (C): -0.68, atom 3 (C): -0.49, atom 4 (C): -0.06

C41H47CoN5P3SSe2Te | ωB97M-V/def2-TZVPD

Positions of all 101 atoms, in Å:
Co (2.097, -20.615, -0.413)
Se (2.126, -27.559, 1.063)
P (2.562, -25.878, 2.354)
C (4.245, -26.190, 3.043)
C (4.508, -26.130, 4.436)
C (5.607, -26.848, 4.940)
C (6.561, -27.390, 4.118)
C (6.344, -27.344, 2.735)
C (5.199, -26.795, 2.200)
C (1.451, -25.879, 3.817)
C (1.347, -24.685, 4.511)
C (0.555, -24.645, 5.645)
C (-0.317, -25.690, 5.946)
C (-0.287, -26.844, 5.181)
C (0.603, -26.964, 4.117)
C (2.102, -24.317, 1.667)
C (2.751, -23.486, 0.765)
N (1.816, -22.509, 0.402)
N (0.559, -22.910, 0.947)
N (0.743, -23.928, 1.696)
P (4.173, -23.756, -0.236)
Se (4.371, -21.451, -0.453)
C (3.694, -25.073, -1.419)
C (2.328, -25.116, -1.767)
C (1.870, -26.138, -2.607)
C (2.715, -27.122, -3.055)
C (4.061, -27.086, -2.708)
C (4.564, -26.115, -1.832)
C (5.869, -24.000, 0.348)
C (6.944, -24.389, -0.504)
C (8.232, -24.487, 0.033)
C (8.512, -24.115, 1.349)
C (7.454, -23.631, 2.125)
C (6.123, -23.639, 1.662)
H (3.827, -25.582, 5.080)
H (5.729, -26.921, 6.018)
H (7.434, -27.900, 4.481)
H (7.023, -27.859, 2.042)
H (4.973, -26.901, 1.125)
H (1.885, -23.776, 4.187)
H (0.622, -23.764, 6.304)
H (-1.040, -25.639, 6.754)
H (-1.013, -27.624, 5.372)
H (0.674, -27.872, 3.484)
H (1.607, -24.373, -1.405)
H (0.832, -26.178, -2.840)
H (2.362, -27.959, -3.629)
H (4.680, -27.906, -2.989)
H (5.520, -26.230, -1.340)
H (6.777, -24.601, -1.578)
H (9.018, -24.895, -0.594)
H (9.524, -24.153, 1.787)
H (7.649, -23.250, 3.124)
H (5.319, -23.369, 2.351)
C (3.388, -20.352, 0.938)
H (3.810, -19.341, 1.020)
H (3.379, -20.835, 1.942)
C (-1.037, -17.304, 2.415)
N (-1.265, -17.587, 0.995)
C (-2.265, -16.870, 0.192)
C (-2.149, -17.504, -1.196)
N (-0.982, -18.350, -1.076)
C (-0.494, -18.380, 0.184)
S (0.861, -19.297, 0.725)
H (-1.220, -16.248, 2.637)
H (0.007, -17.536, 2.639)
H (-1.682, -17.887, 3.061)
H (-2.075, -15.786, 0.175)
H (-3.258, -17.029, 0.614)
H (-2.089, -16.747, -1.991)
H (-2.995, -18.132, -1.414)
H (-0.410, -18.743, -1.813)
C (2.730, -21.772, -3.502)
P (2.109, -20.280, -2.575)
C (3.236, -19.070, -3.355)
C (0.619, -20.120, -3.586)
C (-0.223, -21.234, -3.632)
C (-1.359, -21.189, -4.470)
C (-1.565, -20.108, -5.302)
C (-0.716, -19.004, -5.234)
C (0.386, -19.007, -4.395)
H (2.518, -21.642, -4.544)
H (2.221, -22.666, -3.200)
H (3.814, -21.893, -3.323)
H (3.012, -19.005, -4.418)
H (4.250, -19.408, -3.237)
H (3.170, -18.064, -2.902)
H (0.073, -22.132, -3.066)
H (-2.057, -22.014, -4.419)
H (-2.453, -20.039, -5.939)
H (-0.973, -18.147, -5.855)
H (1.006, -18.111, -4.313)
C (1.626, -14.036, -0.222)
Te (2.250, -16.056, 0.281)
C (2.895, -15.664, 2.343)
H (1.897, -13.330, 0.582)
H (0.505, -14.017, -0.373)
H (2.101, -13.742, -1.197)
H (2.373, -16.359, 3.005)
H (2.639, -14.612, 2.637)
H (3.972, -15.830, 2.402)

ΔE to the lowest compared entry with this formula, charge and spin = 0.0 kcal per mole
multiplicity = 5
E = -265039.9148 eV

Atomic partial charges in e from the Löwdin method, atoms 1 to 4: atom 1 (Co): -0.17, atom 2 (Se): 0.29, atom 3 (P): 0.60, atom 4 (C): -0.33

C8H12N5S | ωB97M-V/def2-TZVPD

Positions of all 26 atoms, in Å:
C (-1.529, -0.206, -1.466)
C (-1.603, -0.453, -0.036)
C (-0.852, -1.312, -1.915)
C (-0.891, -1.631, 0.223)
C (-0.798, 2.154, 2.522)
C (0.482, 2.419, 0.500)
C (0.534, 0.406, 1.781)
C (0.462, -3.193, -0.958)
N (-0.442, -2.132, -0.954)
N (-0.341, 2.897, 1.442)
N (-0.155, 0.982, 2.763)
N (0.723, 1.109, 0.561)
N (1.140, 3.121, -0.366)
S (-1.821, 2.938, 3.586)
H (-1.702, 0.588, -2.216)
H (-2.011, 0.163, 0.758)
H (-0.490, -1.553, -2.898)
H (-0.818, -2.077, 1.227)
H (1.215, -3.201, -0.172)
H (-0.022, -4.134, -0.993)
H (1.031, -3.071, -1.887)
H (-0.556, 3.914, 1.599)
H (-0.313, 0.531, 3.590)
H (1.107, 0.553, -0.195)
H (0.850, 4.026, -0.541)
H (1.734, 2.656, -1.014)

charge = +1
ΔE to the lowest compared entry with this formula, charge and spin = 44.7 kcal per mole
E = -26767.4533 eV

Atomic partial charges in e from the Löwdin method, atoms 1 to 4: atom 1 (C): -0.08, atom 2 (C): -0.12, atom 3 (C): -0.14, atom 4 (C): -0.13